No. 1
Density functional theory data (ωB97M-V/def2-TZVPD) for a structure of composition C27H24F6IN5O5SSeTi at a distorted geometry.

The geometry in ORCA input format:
```
! wB97M-V def2-TZVPD RIJCOSX def2/J DEFGRID3
* xyz 1 2
I 7.596 -1.252 -2.392
Se -3.492 3.786 -4.933
Ti -0.306 -0.073 0.660
S -1.321 -3.377 0.630
F 2.974 1.865 1.596
F -1.020 2.658 2.551
F -0.093 4.589 2.263
F -1.277 3.703 0.680
F 2.235 3.469 2.848
F 1.392 1.483 3.013
O 1.501 -3.112 0.566
O -1.227 -1.860 0.525
O 0.429 1.590 0.416
O 1.436 -0.921 0.979
O -0.902 -0.347 2.666
N -2.212 0.680 0.245
N 0.615 -1.676 3.638
N -2.103 2.680 -4.876
N -4.000 3.442 -3.267
N -0.260 -0.170 -1.460
C 3.340 -1.805 -0.139
C -4.264 2.345 -0.556
C -0.994 -3.993 -1.003
C -0.390 3.435 1.662
C 1.871 2.386 2.150
C 2.004 -1.993 0.517
C -3.081 -3.637 0.643
C -3.219 2.039 -1.431
C -0.108 0.678 -4.087
C -4.278 1.776 0.691
C 0.762 -0.270 -3.612
C -0.589 -1.131 3.584
C -2.222 1.180 -1.004
C 0.646 -0.669 -2.285
C -1.147 0.727 -1.930
C -1.564 -1.460 4.673
C 0.851 2.747 1.043
C 5.349 -2.762 -1.060
C 4.127 -2.915 -0.422
C -1.099 1.178 -3.237
C 3.777 -0.536 -0.503
C 4.993 -0.372 -1.151
C -3.219 0.954 1.059
C -3.144 2.580 -2.790
C 5.771 -1.489 -1.423
C -2.095 2.158 -3.681
C 1.507 3.716 0.071
H -5.044 3.023 -0.881
H -2.574 -1.256 4.329
H 1.835 4.623 0.575
H -1.271 -5.048 -1.030
H 3.774 -3.898 -0.137
H 1.270 -1.460 2.894
H -1.361 -0.824 5.536
H -3.520 -3.142 -0.224
H 0.074 -3.881 -1.176
H -1.477 -2.500 4.985
H 2.365 3.230 -0.388
H -5.076 1.976 1.392
H 1.323 -1.407 -1.874
H 0.792 3.976 -0.707
H 0.879 -2.302 4.377
H -3.148 0.523 2.048
H -1.587 -3.410 -1.708
H -3.462 -3.201 1.564
H 5.335 0.615 -1.435
H -0.054 1.041 -5.106
H -3.284 -4.709 0.630
H 3.155 0.321 -0.280
H 1.538 -0.692 -4.236
H 5.965 -3.625 -1.275
*
```

Calculated values
Kohn-Sham gap (spin up / spin down): 7.0 / 7.3 eV

Results of the natural (NBO) charge analysis, in e, for atoms 1 through 4: I 0.1807; Se 0.9852; Ti 1.5810; S 1.3378



No. 2
Density functional theory data (ωB97M-V/def2-TZVPD) for a structure of composition C27H24GdN2O6S at a distorted geometry.

The geometry in ORCA input format:
```
! wB97M-V def2-TZVPD RIJCOSX def2/J DEFGRID3
* xyz 1 8
Gd 0.306 0.517 -0.391
S 0.642 0.660 -3.584
O 1.125 1.181 -2.249
O 0.569 -1.252 0.898
O -1.624 -0.808 -0.802
O 2.673 1.993 5.803
O 4.738 2.563 5.069
O -0.635 0.381 1.705
N 2.216 1.007 1.024
N -0.786 2.609 -0.208
C 1.054 -1.708 -2.146
C 0.540 -1.128 -3.305
C -2.895 -0.266 -0.374
C -2.408 1.797 -1.842
C -2.007 2.766 -0.754
C 1.674 0.443 2.140
C 0.433 -0.280 1.694
C 3.026 1.279 -6.762
C 3.308 0.179 -4.219
C -2.855 3.796 -0.368
C 2.086 0.658 -4.656
C -0.062 -1.900 -4.287
C -0.159 -3.269 -4.108
C -3.426 0.729 -1.407
C 3.296 1.786 1.198
C 4.256 0.805 -6.336
C 2.119 0.698 3.417
C 3.615 2.096 5.034
C -0.386 3.497 0.721
C -1.172 4.556 1.141
C 1.931 1.208 -5.919
C 0.290 -3.852 -2.931
C 0.901 -3.078 -1.955
C 4.397 0.255 -5.070
C 3.824 2.070 2.442
C -2.438 4.705 0.591
C 3.213 1.542 3.573
H 5.108 0.861 -6.996
H -1.387 -1.480 -0.127
H -0.810 5.249 1.882
H 5.355 -0.114 -4.738
H 1.671 -1.131 -1.430
H -1.513 1.286 -2.233
H -4.309 1.208 -0.987
H 0.969 1.579 -6.234
H -2.773 0.210 0.609
H -3.829 3.885 -0.823
H 4.687 2.706 2.562
H 3.411 -0.238 -3.227
H 0.615 3.351 1.127
H -3.083 5.514 0.895
H -0.435 -1.425 -5.182
H 1.277 -3.532 -1.049
H -3.619 -1.085 -0.287
H -2.854 2.368 -2.661
H 0.177 -4.915 -2.782
H -0.588 -3.875 -4.889
H -3.732 0.180 -2.298
H 3.720 2.210 0.293
H 1.626 0.282 4.281
H 2.917 1.711 -7.744
*
```

Calculated values
Kohn-Sham gap (spin up / spin down): 6.6 / 2.6 eV

Results of the Löwdin charge analysis, in e, for atoms 1 through 4: Gd 1.6347; S 1.0939; O -0.6373; O -0.0734



No. 3
Density functional theory data (ωB97M-V/def2-TZVPD) for a structure of composition C27H24IrN9O3SSe.

The geometry in ORCA input format:
```
! wB97M-V def2-TZVPD RIJCOSX def2/J DEFGRID3
* xyz 3 6
Ir -0.493 -0.636 0.614
Se 3.894 1.850 -1.165
S -1.896 3.412 -3.031
O -2.287 4.762 -3.148
O -1.315 2.701 -4.111
O -2.132 2.705 -1.809
N 4.512 0.218 -1.396
N -3.756 0.210 -1.577
N 0.291 1.500 1.295
N 1.255 -1.029 -0.462
N -2.317 -0.600 1.635
N 0.169 -1.225 2.428
N -0.326 -1.478 4.562
N 2.189 1.158 -0.760
N -1.713 -0.303 -0.932
C 0.954 1.936 -1.024
C 0.216 4.741 -0.591
C 2.256 -0.201 -0.792
C 1.443 -2.371 -0.677
C -3.434 -0.130 -4.073
C -2.944 0.093 -0.545
C -1.164 -0.845 -4.576
C 0.761 4.251 -1.778
C -0.785 -0.826 -3.248
C 3.546 -0.690 -1.195
C 3.423 -2.718 3.463
C 1.167 3.011 -2.064
C -3.238 0.323 0.910
C 0.067 3.785 0.452
C -0.759 -1.045 3.390
C 1.284 -1.809 3.051
C -1.755 -0.437 -2.328
C 3.095 -2.888 4.817
C -3.043 -0.104 -2.743
C 0.405 2.494 0.252
C 0.976 -1.971 4.401
C -2.463 -0.504 -4.982
C 3.710 -2.066 -1.380
C 1.863 -2.516 5.318
C -2.075 -0.385 3.087
C 2.532 -2.179 2.556
C 2.623 -2.899 -1.139
H 1.227 1.235 1.608
H 4.404 -3.019 3.122
H 0.246 1.207 -1.437
H -2.710 -0.540 -6.034
H -0.177 1.901 2.104
H 3.828 -3.319 5.485
H -4.439 0.120 -4.386
H -2.884 -0.790 3.696
H 2.697 -3.966 -1.290
H -2.702 -1.541 1.534
H 1.613 -2.640 6.362
H 1.576 2.717 -3.024
H -2.018 0.688 3.281
H -0.444 -1.140 -5.328
H -0.069 5.774 -0.453
H -2.996 1.353 1.183
H -4.723 0.505 -1.541
H -0.310 4.114 1.416
H 0.212 -1.111 -2.944
H 2.800 -2.058 1.516
H 4.664 -2.445 -1.719
H 0.601 -3.011 -0.442
H -4.284 0.134 1.155
H -0.844 -1.463 5.431
*
```

Calculated values
Kohn-Sham gap (spin up / spin down): 6.7 / 5.5 eV

Results of the natural (NBO) charge analysis, in e, for atoms 1 through 4: Ir 1.2851; Se 0.9950; S 2.4688; O -0.7595



No. 4
Density functional theory data (ωB97M-V/def2-TZVPD) for the molecule C27H24N2O6.

The geometry in ORCA input format:
```
! wB97M-V def2-TZVPD RIJCOSX def2/J DEFGRID3
* xyz 0 1
O -0.195 1.172 3.650
O -4.158 -1.235 -1.105
O -2.000 4.913 1.770
O -2.582 -2.510 -3.639
O -3.417 -2.308 0.724
O 3.654 -2.926 -1.472
N -0.879 3.227 2.866
N -1.894 -3.053 -1.526
C -2.419 0.162 1.672
C -2.015 1.419 2.054
C -0.494 -3.054 -1.614
C -3.406 0.072 0.683
C 0.219 -3.364 -0.456
C -2.798 -2.690 -2.463
C 0.829 2.380 0.515
C -3.999 1.215 0.152
C 4.342 -0.828 -2.521
C -2.590 2.566 1.501
C -0.916 1.841 2.958
C 0.201 -2.716 -2.767
C 1.017 1.106 0.007
C 4.446 -2.350 -2.491
C -3.605 2.481 0.568
C 1.594 -3.317 -0.452
C 1.584 -2.658 -2.759
C 2.726 0.718 1.637
C 2.299 -2.949 -1.602
C -1.847 3.746 2.020
C 1.278 4.170 2.216
C 1.964 0.269 0.572
C -4.197 -2.453 -1.849
C 1.578 2.833 1.595
C 0.247 3.993 3.349
C 2.531 1.988 2.148
C -3.680 -1.281 0.140
H 2.088 -2.385 -3.672
H 2.103 -0.728 0.183
H -4.050 3.372 0.154
H 2.154 -3.555 0.439
H 3.327 -0.512 -2.753
H -0.341 -2.486 -3.669
H -4.759 1.106 -0.606
H 3.118 2.326 2.990
H -4.922 -2.297 -2.648
H 5.016 -0.429 -3.274
H -0.313 -3.630 0.446
H 0.090 3.032 0.066
H 0.864 4.848 1.468
H -0.110 4.965 3.696
H 0.419 0.763 -0.826
H 0.683 3.432 4.177
H -4.496 -3.285 -1.203
H 2.181 4.616 2.635
H -1.969 -0.730 2.079
H 4.612 -0.419 -1.551
H 3.468 0.070 2.079
H 4.197 -2.779 -3.469
H 5.467 -2.648 -2.236
H -2.244 -3.227 -0.588
*
```

Calculated values
Kohn-Sham gap: 7.2 eV

Results of the natural (NBO) charge analysis, in e, for atoms 1 through 4: O -0.5390; O -0.4888; O -0.5484; O -0.5923



No. 5
Density functional theory data (ωB97M-V/def2-TZVPD) for a structure of composition C27H24N4O3RuS3 at a distorted geometry.

The geometry in ORCA input format:
```
! wB97M-V def2-TZVPD RIJCOSX def2/J DEFGRID3
* xyz 2 1
Ru -0.002 -0.061 -0.221
S 2.572 1.128 1.521
S 2.240 -2.272 2.405
S 0.117 1.737 -1.636
O 1.931 2.312 1.028
O 2.469 0.741 2.900
O -1.829 -0.672 -1.026
N 8.144 1.008 -0.196
N -1.082 1.234 0.879
N 1.743 -0.096 0.663
N 0.583 -2.018 0.476
C 4.613 1.902 -0.034
C 1.566 -1.392 1.120
C -0.780 -0.139 2.897
C -1.652 2.297 0.226
C -3.482 -3.085 -3.133
C 4.187 1.048 0.989
C -3.194 4.161 0.065
C -4.688 -3.755 -3.220
C -5.660 -3.557 -2.247
C 0.351 -3.274 1.011
C 1.168 -3.581 2.033
C -5.436 -2.681 -1.189
C -1.399 0.999 2.158
C -2.327 1.828 2.822
C -1.966 -1.528 -1.931
C -2.948 2.847 2.167
C -2.806 4.406 -1.235
C -1.792 3.647 -1.809
C 5.082 0.152 1.586
C -3.245 -2.207 -2.069
C -4.237 -2.005 -1.100
C 5.923 1.874 -0.439
C 6.388 0.117 1.170
C -1.204 2.603 -1.083
C 6.843 0.998 0.170
C -0.834 -1.844 -2.854
C -2.615 3.109 0.824
H -1.447 3.859 -2.813
H -2.551 1.617 3.858
H 6.263 2.536 -1.225
H -6.201 -2.532 -0.439
H -0.666 -2.918 -2.914
H -1.075 -1.485 -3.857
H 7.084 -0.575 1.627
H -2.737 -3.238 -3.903
H 0.241 0.123 3.188
H -3.267 5.204 -1.801
H 4.759 -0.480 2.404
H -4.049 -1.322 -0.283
H 8.812 0.409 0.254
H 1.207 -4.502 2.592
H -6.600 -4.089 -2.314
H 8.490 1.673 -0.862
H -0.410 -3.913 0.590
H -3.945 4.785 0.535
H -0.747 -1.036 2.283
H -1.349 -0.361 3.796
H -3.687 3.460 2.668
H 3.914 2.592 -0.485
H -4.873 -4.430 -4.044
H 0.092 -1.360 -2.543
*
```

Calculated values
Kohn-Sham gap (spin up / spin down): 3.7 / 3.8 eV

Results of the natural (NBO) charge analysis, in e, for atoms 1 through 4: Ru 0.8561; S 2.3279; S 0.5480; S 0.5618



No. 6
Density functional theory data (ωB97M-V/def2-TZVPD) for a structure of composition C27H24N6PRuS3 at a distorted geometry.

The geometry in ORCA input format:
```
! wB97M-V def2-TZVPD RIJCOSX def2/J DEFGRID3
* xyz 0 2
Ru 0.461 0.882 0.062
S 2.236 1.449 -1.995
S 0.162 -1.332 -1.031
S -2.944 -0.908 -2.332
P -1.835 -1.776 -0.949
N 4.767 0.819 -2.081
N 2.325 -1.762 2.697
N 3.569 -0.024 -0.286
N 1.936 -4.164 2.739
N 1.341 3.126 0.600
N 1.480 0.366 1.947
C 1.042 5.386 -0.050
C -2.970 4.091 -1.251
C 3.623 0.688 -1.407
C -2.476 -1.520 0.766
C 2.340 5.669 0.325
C -1.725 -0.916 1.762
C -3.338 2.775 -1.030
C -0.794 3.659 -0.300
C -2.484 -5.553 -2.355
C -3.524 -1.214 3.319
C 0.555 4.082 0.087
C -1.848 -3.585 -1.154
C -1.061 -4.343 -0.295
C 1.788 -0.726 2.282
C -2.241 -0.772 3.039
C 2.076 -3.020 2.704
C -2.449 1.910 -0.410
C 2.572 3.399 0.991
C 6.041 0.275 -1.669
C -1.688 -6.311 -1.511
C -2.565 -4.182 -2.180
C -4.288 -1.792 2.316
C 3.125 4.664 0.872
C -3.769 -1.950 1.044
C -1.170 2.321 -0.063
C -1.715 4.533 -0.881
C -0.982 -5.709 -0.480
H 4.727 1.402 -2.900
H -3.665 4.784 -1.700
H -0.715 -0.552 1.540
H 3.122 2.573 1.427
H -1.648 -0.305 3.812
H -4.354 -2.407 0.258
H 4.357 -0.505 0.113
H -1.616 -7.378 -1.662
H -5.297 -2.117 2.518
H 4.137 4.856 1.184
H -1.444 5.562 -1.070
H -2.788 0.901 -0.198
H 0.420 6.170 -0.453
H 5.968 -0.805 -1.523
H -0.511 -3.851 0.497
H 2.649 -0.134 0.144
H -0.365 -6.303 0.174
H 6.770 0.470 -2.452
H -3.929 -1.107 4.315
H -3.174 -3.571 -2.836
H 2.735 6.666 0.191
H 6.392 0.735 -0.740
H -3.033 -6.029 -3.155
H -4.309 2.411 -1.334
*
```

Calculated values
Kohn-Sham gap (spin up / spin down): 6.2 / 6.7 eV

Results of the natural (NBO) charge analysis, in e, for atoms 1 through 4: Ru 0.7820; S -0.1645; S -0.4499; S -0.6038



No. 7
Density functional theory data (ωB97M-V/def2-TZVPD) for a structure of composition C27H25BF4N3PPbS2.

The geometry in ORCA input format:
```
! wB97M-V def2-TZVPD RIJCOSX def2/J DEFGRID3
* xyz 0 1
Pb -0.758 1.009 1.781
S 3.397 -0.401 3.699
S 0.371 -0.120 4.063
P -1.136 -1.717 1.030
F -2.137 3.485 1.713
F -3.760 2.295 0.598
F -3.574 4.579 0.285
F -4.371 3.742 2.292
N -1.445 1.417 -1.058
N -3.957 1.499 3.492
N 1.808 0.472 1.880
C -3.070 0.891 3.077
C 1.564 3.744 -2.842
C 4.094 0.049 2.168
C 4.699 0.878 -0.389
C 0.554 -1.990 -1.194
C -3.602 -3.520 -1.692
C -0.449 3.578 -1.518
C -1.316 -2.981 2.328
C 0.563 4.339 -2.084
C 5.710 0.414 0.458
C -2.475 -2.072 -0.134
C 0.405 -2.168 0.181
C -4.597 -2.561 -1.861
C 3.384 0.930 0.031
C -0.462 2.198 -1.707
C 1.515 -2.541 0.942
C 5.419 -0.003 1.747
C 2.748 -2.730 0.337
C -3.474 -1.115 -0.308
C 0.545 1.594 -2.457
C 1.810 0.034 3.109
C 1.789 -2.188 -1.798
C 1.546 2.367 -3.027
C 2.888 -2.552 -1.032
C 3.082 0.511 1.324
C -4.535 -1.361 -1.171
C -2.543 -3.278 -0.832
B -3.478 3.564 1.220
H 0.546 0.517 -2.585
H 2.595 1.289 -0.621
H 2.347 4.346 -3.285
H -3.428 -0.170 0.226
H -2.338 -2.935 2.707
H 3.605 -3.003 0.941
H 2.321 1.887 -3.614
H 3.853 -2.693 -1.502
H 6.734 0.386 0.107
H 4.950 1.204 -1.391
H 1.425 -2.661 2.016
H -0.635 -2.765 3.149
H 0.564 5.411 -1.932
H -1.228 4.048 -0.926
H -4.612 2.261 3.574
H 6.201 -0.358 2.407
H 1.892 -2.054 -2.868
H -1.763 -4.021 -0.710
H -3.652 -4.456 -2.235
H -1.121 -3.972 1.918
H -5.306 -0.612 -1.303
H -1.699 0.580 -1.566
H -5.419 -2.752 -2.538
H -2.284 1.939 -0.821
H -0.301 -1.708 -1.800
*
```

Calculated values
Kohn-Sham gap: 8.4 eV

Results of the natural (NBO) charge analysis, in e, for atoms 1 through 4: Pb 1.2050; S 0.4029; S -0.3135; P 0.8588